Entry from the Open Molecules 2025 dataset: a molecular structure, C27H43N3O5PSi2Ta (ωB97M-V/def2-TZVPD).

Structure (XYZ):
```
82
Properties=species:S:1:pos:R:3:forces:R:3:mulliken_charge:R:1
Ta 0.15066 -0.14816 -0.05013 0.533 -0.614 -0.713 0.98
C 0.95268 4.03489 -0.37727 -0.008 0.100 0.175 -1.69
C 0.63488 2.86761 0.48304 0.089 -0.350 -0.276 0.34
O 0.60610 1.70503 -0.16285 0.093 0.447 0.031 -0.19
C 0.38284 2.88662 1.81055 -0.015 0.032 -0.046 -1.31
C 0.02217 1.72253 2.53939 0.011 0.207 0.012 1.47
C -0.23278 1.89733 3.99836 0.059 -0.018 -0.008 -1.54
N -0.10257 0.52222 1.97184 -0.045 0.121 0.576 0.75
N -0.50880 -0.44223 2.92515 0.063 0.080 -0.160 -1.05
C -0.79473 -1.52792 2.32719 0.128 -0.225 -0.448 0.09
O -0.67070 -1.53348 0.96779 -0.117 -0.370 0.176 0.51
C -1.16732 -2.78741 2.96396 -0.181 0.226 0.046 0.37
C -1.73762 -3.80886 2.20765 0.018 -0.104 0.051 0.11
C -2.08041 -5.00336 2.81926 0.027 0.062 0.031 -0.95
C -1.85175 -5.17325 4.17853 -0.022 -0.034 -0.008 -0.44
C -1.28620 -4.15206 4.93198 0.016 0.043 0.009 -0.82
C -0.94632 -2.95378 4.33046 -0.035 -0.076 0.032 -0.50
H 0.08697 4.26693 -1.00199 0.003 0.009 -0.010 0.31
H 1.78740 3.79836 -1.03570 0.033 -0.026 0.009 0.28
H 1.19335 4.91009 0.22116 -0.023 0.013 -0.023 0.46
H 0.42624 3.82595 2.33941 -0.006 -0.016 0.016 0.54
H -0.17805 2.94701 4.26971 -0.001 -0.007 0.008 0.49
H 0.52044 1.33855 4.55921 -0.016 -0.023 0.013 0.31
H -1.19494 1.47860 4.28438 -0.025 -0.002 -0.017 0.34
H -1.92007 -3.67026 1.15211 0.020 0.038 -0.061 0.37
H -2.52705 -5.79941 2.24058 -0.014 -0.014 -0.010 0.45
H -2.12059 -6.10569 4.65593 0.009 -0.015 0.001 0.44
H -1.11013 -4.29206 5.98930 -0.006 -0.007 0.011 0.44
H -0.50420 -2.15294 4.90708 0.011 0.016 -0.007 0.46
C 0.72562 -3.78305 -1.05391 0.044 0.061 -0.051 -0.81
Si 2.08485 -3.07847 0.01822 0.092 0.027 -0.001 0.46
C 2.01544 -3.65438 1.77936 0.064 -0.039 0.097 -0.62
C 3.64040 -3.72959 -0.77410 0.131 -0.115 -0.013 -1.34
C 2.10661 -1.13580 -0.06010 -0.297 0.400 -0.128 2.70
C 2.34242 -0.75727 -1.49703 0.074 0.108 0.260 -1.81
C 3.47022 -0.87604 -2.30932 -0.009 0.019 0.063 -0.56
C 3.39500 -0.41258 -3.60720 -0.008 0.013 -0.045 -1.03
C 2.21944 0.16990 -4.09105 -0.047 0.043 0.010 -1.20
C 1.14520 0.26857 -3.24282 0.246 -0.035 0.051 -0.61
N 1.22543 -0.20227 -1.98666 -0.323 0.082 -0.249 0.80
Si 3.45464 -0.38730 1.12304 0.023 -0.110 -0.003 0.32
C 3.70307 1.40805 0.67550 -0.014 0.065 -0.067 -1.03
C 2.99605 -0.53926 2.92066 -0.095 -0.049 0.063 -0.74
C 5.08415 -1.26228 0.91031 0.123 -0.016 0.087 -1.33
H 0.84364 -4.86940 -1.06364 0.015 -0.010 0.036 0.69
H 0.85746 -3.45564 -2.08775 -0.022 0.014 -0.042 0.29
H -0.28707 -3.56741 -0.73465 -0.201 0.078 0.088 -0.07
H 1.66296 -4.68759 1.80626 0.001 -0.031 0.004 0.38
H 1.37084 -3.07485 2.43289 -0.064 0.058 0.036 -0.05
H 3.01910 -3.64223 2.20967 0.006 -0.026 0.011 0.45
H 3.62185 -4.81203 -0.61407 0.024 -0.024 -0.015 0.39
H 4.56776 -3.35747 -0.34183 -0.109 -0.111 -0.130 0.42
H 3.67049 -3.57638 -1.85279 -0.033 -0.020 -0.029 0.36
H 4.37637 -1.32029 -1.92807 -0.014 0.010 0.002 0.52
H 4.25663 -0.49556 -4.25630 0.010 -0.002 -0.011 0.53
H 2.15152 0.54126 -5.10283 0.014 -0.007 -0.013 0.55
H 0.20604 0.71274 -3.54193 -0.015 -0.006 -0.035 0.53
H 2.96435 2.05829 1.14260 -0.035 0.023 0.017 0.17
H 3.69612 1.58635 -0.40214 -0.002 0.021 -0.018 0.29
H 4.67885 1.72467 1.04891 0.032 -0.007 0.000 0.63
H 1.95655 -0.31964 3.15509 -0.023 0.005 0.015 0.00
H 3.61818 0.16154 3.48237 0.032 0.023 0.010 0.47
H 3.21309 -1.53671 3.30196 0.008 -0.018 0.010 0.38
H 5.50224 -1.20109 -0.09373 0.030 -0.017 -0.008 0.37
H 5.04769 -2.30947 1.21199 0.029 0.108 0.058 0.36
H 5.79341 -0.76563 1.57741 0.021 0.037 0.019 0.49
C -5.15760 -0.10253 -1.89882 0.126 -0.062 -0.019 -0.71
O -3.73768 -0.28456 -2.19443 0.189 0.031 -0.433 -0.34
P -2.67765 -0.24862 -1.02373 -0.681 -0.004 0.563 -0.13
O -1.42663 -1.15766 -1.62985 0.339 -0.129 0.156 0.04
C -1.34763 -1.81460 -2.93671 -0.188 0.032 0.147 -0.89
O -1.86205 1.16483 -1.20400 0.012 0.202 0.168 -0.33
C -1.94044 2.11506 -2.30005 0.038 -0.113 0.079 -0.83
H -5.67763 -0.29474 -2.83021 -0.015 -0.003 0.019 0.26
H -5.32920 0.91951 -1.57125 -0.062 -0.004 0.001 0.32
H -5.46205 -0.81507 -1.13652 -0.059 0.023 0.014 0.34
H -1.60019 -2.86009 -2.79092 -0.025 -0.004 -0.056 0.28
H -0.33091 -1.71903 -3.29594 -0.003 -0.038 -0.009 0.30
H -2.04991 -1.33296 -3.61091 0.030 -0.045 -0.047 0.33
H -2.48413 2.98614 -1.94413 -0.021 0.007 -0.051 0.26
H -2.45317 1.66693 -3.14821 0.011 0.040 -0.021 0.40
H -0.92571 2.39704 -2.56904 0.000 0.023 0.001 0.30
```
Positions in Å, forces in eV/Å.

For the LUMO energy, the calculation gives -0.253 Eh. The calculation puts the HOMO energy at -13.79 eV. Its charge is +2.

=====

Entry from the Open Molecules 2025 dataset: a molecular structure, C27H44BrNOP2PdS (ωB97M-V/def2-TZVPD).

Structure (XYZ):
```
78
Properties=species:S:1:pos:R:3:forces:R:3:mulliken_spin:R:1
C -1.23424 4.75607 -3.26247 0.254 0.524 -0.696 0.07
C -1.33068 3.61006 -4.08582 -0.092 -0.558 -0.074 0.01
C -1.42834 3.73246 -5.47744 0.234 1.034 -0.266 0.05
C -1.27531 5.03811 -6.00293 -0.215 -0.647 0.497 -0.03
N -1.04946 6.10422 -5.23082 -0.184 0.098 0.030 0.06
C -1.06328 5.99891 -3.89891 -0.179 -1.101 0.112 -0.03
C -1.18576 2.32752 -3.41592 -0.051 1.762 0.691 0.19
C -0.90481 1.98774 -2.17719 0.073 1.802 -0.158 0.13
C -1.05940 2.26285 -0.77704 0.335 -0.610 -0.302 0.10
C -0.10117 1.77754 0.14163 -0.848 -0.518 0.666 0.02
C -0.55914 1.33171 1.38048 -0.044 0.162 -0.459 0.03
C -1.93178 1.37761 1.67689 0.247 0.298 -0.305 0.07
C -2.81990 2.08160 0.86392 0.366 0.135 -0.036 -0.02
C -2.37079 2.57457 -0.36201 0.093 -0.456 0.472 0.07
Pd -0.64180 0.48090 -3.38264 0.615 -1.209 -0.628 0.33
P 2.29497 -1.09890 1.13744 3.351 -2.513 0.657 0.54
H -1.59633 2.87645 -6.13713 0.177 0.298 0.325 0.00
H -1.21992 4.67155 -2.17702 0.060 0.038 -0.291 0.01
H -1.33739 5.23010 -7.07768 0.095 -0.143 0.359 0.00
H -0.91562 6.90380 -3.30759 -0.051 -0.171 -0.277 0.00
H -3.06215 3.07320 -1.03445 0.061 -0.213 -0.034 0.00
H 0.95020 1.67836 -0.12698 -0.291 -0.066 -0.125 -0.02
H -3.85623 2.17268 1.15787 -0.012 0.110 -0.024 0.00
H 0.10182 0.85966 2.09591 0.053 0.086 -0.014 -0.03
C 2.09868 -2.55673 2.25759 -1.515 0.434 0.533 0.07
C 2.79842 -3.86490 1.89926 0.294 -0.183 -0.476 0.04
H 1.00599 -2.71880 2.28670 0.278 -0.186 0.219 0.01
H 2.38278 -2.21519 3.26723 -0.138 0.189 -0.334 0.00
H 2.56665 -4.61017 2.67260 -0.006 0.303 -0.153 0.01
H 2.45057 -4.26851 0.94250 0.090 0.033 0.165 0.00
H 3.88920 -3.75949 1.85806 -0.299 -0.034 -0.002 0.00
C 2.92965 -1.81328 -0.43886 -1.190 0.401 -0.801 0.10
C 3.17636 -0.72002 -1.47978 0.232 0.115 -0.270 0.01
H 2.17104 -2.51524 -0.81789 0.352 0.190 0.210 -0.01
H 3.84916 -2.37998 -0.24257 -0.310 0.143 0.355 0.03
H 3.42905 -1.17391 -2.44843 -0.028 0.167 0.286 0.00
H 2.28404 -0.09503 -1.62451 0.153 -0.115 -0.010 -0.01
H 4.00910 -0.06249 -1.19084 -0.240 -0.161 -0.103 0.00
C 3.82402 -0.30538 1.81860 -0.882 1.688 0.184 0.07
C 5.13506 -1.06752 1.67518 0.215 -0.621 -0.265 0.05
H 3.61344 -0.10246 2.87955 -0.081 -0.011 -0.224 0.01
H 3.89005 0.66680 1.30616 0.189 -0.107 0.231 0.00
H 5.94323 -0.45092 2.08623 -0.290 -0.025 -0.002 0.01
H 5.13117 -2.01317 2.22944 -0.018 0.252 -0.111 0.00
H 5.39232 -1.27357 0.63183 -0.003 0.053 0.186 0.00
Br -2.56007 0.44349 3.17807 -0.088 0.129 0.015 0.01
P -2.14811 -2.12398 -1.83344 -1.202 -1.613 1.294 0.01
C -0.31704 -2.38550 -1.60170 -0.055 1.128 0.237 -0.01
C -0.02268 -3.88777 -1.52067 -0.071 -0.151 -0.305 0.00
H -0.02641 -1.85642 -0.67886 0.170 -0.078 -0.105 0.05
H 0.23716 -1.93504 -2.43768 0.215 -0.029 -0.067 0.00
H 1.05113 -4.08504 -1.41182 -0.221 0.023 -0.090 0.00
H -0.53062 -4.36124 -0.67359 0.132 0.127 -0.207 0.00
H -0.36524 -4.39626 -2.43348 0.131 0.131 0.260 0.00
C -2.51917 -2.49018 -0.03001 0.155 -0.648 -0.442 0.01
C -3.97578 -2.82233 0.21558 -0.218 -0.380 0.401 0.00
H -2.20515 -1.63484 0.58768 0.125 -0.094 -0.217 0.00
H -1.89835 -3.34715 0.24058 -0.196 0.080 0.273 0.00
H -4.12982 -2.94036 1.29362 -0.162 0.005 -0.148 0.00
H -4.68503 -2.06633 -0.13702 0.188 -0.007 -0.034 0.00
H -4.22691 -3.77668 -0.25890 -0.065 0.211 0.039 0.00
C -2.74059 -0.39859 -1.60727 0.917 0.089 -0.482 0.01
C -3.62128 0.02950 -2.77999 0.170 0.415 0.262 0.01
H -1.77729 0.12116 -1.51319 -0.477 0.290 0.050 -0.02
H -3.22413 -0.22834 -0.64635 -0.076 -0.317 -0.074 0.00
H -3.56065 1.11376 -2.93669 -0.297 -0.119 -0.035 -0.01
H -3.31769 -0.47100 -3.70645 -0.193 0.079 0.055 0.00
H -4.65713 -0.24610 -2.55273 0.162 0.073 -0.288 0.00
C 0.02979 0.11872 6.24368 -0.414 0.147 0.161 0.00
S 0.88653 0.20640 4.66529 0.226 -0.592 -0.376 0.01
C 0.99722 1.98056 4.46954 0.244 0.356 0.376 0.00
O 2.27617 -0.33000 4.86875 -0.228 0.242 -0.221 0.00
H -0.40492 1.10259 6.48187 0.160 -0.438 0.038 0.00
H 0.76170 -0.19514 7.00276 -0.224 0.167 -0.302 0.00
H -0.77559 -0.62670 6.14156 0.383 0.272 0.169 0.00
H 1.46785 2.39380 5.37348 -0.108 0.036 -0.344 0.00
H 1.61582 2.18842 3.58612 -0.124 -0.082 0.280 0.00
H -0.00718 2.39777 4.32305 0.194 -0.120 0.090 0.00
```
Positions in Å, forces in eV/Å.

For the LUMO energy (alpha / beta), the calculation gives -0.242 / -0.341 Eh. The calculation puts the HOMO energy (alpha / beta) at -13.67 / -13.65 eV. Its charge is +2. Its multiplicity is 3.

=====

Computed DFT total energy (Ha) in order:
-2572.15768, -4967.17694
Computed max |F| (Eh/bohr) in order:
0.0210, 0.0824